[1]
128
Properties=species:S:1:pos:R:3:forces:R:3 method="wB97M-V/def2-TZVPD" spin_multiplicity=2 gap_ev="3.886 / 4.884" homo_energy_ev="-14.33 / -14.33" total_charge=+3 largest_force_ha_per_bohr=0.0582
V -0.550 0.870 -0.195 -0.66 -0.43 1.25
C 1.809 -4.685 0.939 0.23 -0.12 0.14
N 1.188 -4.044 -0.198 -0.13 0.24 -0.01
C 1.752 -4.388 -1.484 -0.17 0.10 -0.12
C -0.208 -3.841 -0.129 0.61 -0.93 -0.23
N -0.615 -2.735 0.352 -0.29 0.97 -0.04
C -1.962 -2.591 0.839 0.07 -0.26 0.14
C -2.646 -1.237 0.615 -0.20 -1.49 -0.70
N -2.010 0.039 1.036 0.30 0.38 0.02
C -3.117 1.015 1.157 -0.64 0.83 -0.24
C -2.801 2.385 0.550 -0.59 0.09 0.78
N -1.897 2.285 -0.575 0.29 -0.63 0.38
C -1.904 3.311 -1.431 0.02 0.80 -0.86
N -1.257 3.238 -2.621 -0.25 0.07 0.43
C -1.332 2.130 -3.546 -0.05 -0.55 -0.14
C -0.692 4.429 -3.227 0.18 0.36 -0.13
N -2.587 4.463 -1.194 0.38 -0.53 -0.12
C -3.360 5.082 -2.259 -0.22 0.17 -0.30
C -2.527 5.294 -0.006 -0.05 0.01 0.44
C -1.301 -0.207 2.295 0.63 -0.10 1.23
C -0.619 1.011 2.928 0.09 0.05 0.23
N 0.727 1.148 2.410 -0.91 -0.20 -0.99
C 1.721 1.268 3.243 0.36 0.20 0.74
N 1.548 1.334 4.628 -0.09 -0.10 -0.60
C 2.112 2.445 5.361 0.04 0.12 0.22
C 1.162 0.213 5.450 -0.13 -0.07 0.11
N 2.986 1.453 2.814 -0.17 0.02 -0.07
C 3.272 1.921 1.481 -0.28 -0.04 -0.32
C 4.141 1.119 3.622 0.34 -0.08 0.21
N -1.008 -4.903 -0.544 -0.26 0.56 -0.01
C -1.852 -4.760 -1.711 -0.22 -0.03 0.11
C -0.639 -6.267 -0.229 0.20 -0.13 0.02
H 1.866 -5.770 0.806 0.01 -0.03 0.13
H 1.242 -4.460 1.838 0.03 -0.05 0.09
H 2.827 -4.314 1.062 0.04 -0.04 0.12
H 1.933 -3.476 -2.059 0.12 -0.08 -0.05
H 1.099 -5.027 -2.083 -0.05 -0.16 -0.06
H 2.700 -4.900 -1.342 0.03 -0.03 -0.04
H -1.909 -2.791 1.915 -0.18 -0.02 0.00
H -2.653 -3.335 0.419 -0.12 0.16 0.10
H -3.589 -1.332 1.169 0.10 0.25 -0.09
H -2.882 -1.139 -0.440 -0.13 0.05 0.29
H -3.412 1.146 2.206 0.12 -0.17 -0.17
H -3.983 0.626 0.620 0.21 -0.12 0.06
H -2.372 3.038 1.322 -0.15 -0.09 -0.12
H -3.749 2.844 0.238 0.18 -0.04 0.11
H -1.806 2.471 -4.472 0.00 0.00 0.07
H -1.930 1.331 -3.114 0.11 0.17 -0.14
H -0.334 1.770 -3.802 -0.01 0.07 -0.09
H -0.564 5.220 -2.493 -0.01 0.00 0.00
H -1.290 4.797 -4.064 -0.03 -0.03 0.07
H 0.289 4.157 -3.619 0.02 0.04 -0.03
H -3.529 4.389 -3.078 0.02 -0.03 0.00
H -2.891 5.990 -2.640 0.05 0.00 0.00
H -4.328 5.361 -1.840 -0.04 -0.01 -0.04
H -1.729 4.986 0.663 -0.05 -0.03 -0.01
H -3.481 5.300 0.524 0.03 -0.01 0.06
H -2.320 6.318 -0.322 0.06 -0.02 0.02
H -0.517 -0.932 2.043 -0.23 0.02 0.23
H -2.000 -0.640 3.026 0.02 -0.01 -0.30
H -0.641 0.885 4.015 -0.14 0.13 -0.20
H -1.190 1.927 2.712 -0.10 -0.05 0.15
H 2.378 3.254 4.685 0.01 0.03 0.02
H 2.993 2.160 5.945 0.04 0.03 -0.03
H 1.355 2.805 6.064 0.09 0.09 -0.02
H 0.847 -0.620 4.831 -0.05 -0.01 0.08
H 0.355 0.502 6.129 -0.02 -0.08 0.02
H 2.011 -0.112 6.062 -0.04 -0.11 -0.01
H 2.992 2.972 1.382 0.07 0.03 -0.06
H 2.721 1.328 0.747 0.20 0.15 0.12
H 4.337 1.829 1.288 0.01 -0.04 -0.03
H 3.854 0.592 4.526 -0.06 0.04 -0.01
H 4.711 2.012 3.888 -0.01 -0.04 0.04
H 4.791 0.453 3.049 -0.01 0.04 0.01
H -1.937 -3.710 -1.988 -0.02 -0.10 0.02
H -2.841 -5.180 -1.514 -0.11 0.07 -0.09
H -1.421 -5.313 -2.554 -0.02 0.06 -0.08
H -0.330 -6.339 0.812 0.01 -0.08 -0.03
H 0.150 -6.671 -0.873 0.03 0.02 0.00
H -1.521 -6.894 -0.357 -0.01 0.01 0.03
C -5.576 -0.175 -2.697 0.10 -0.10 0.04
C -5.307 -1.475 -3.109 0.00 0.19 0.15
C -4.003 -1.930 -3.064 0.27 0.34 0.15
C -3.002 -1.062 -2.603 -1.26 0.24 -0.06
N -3.270 0.175 -2.156 0.28 -0.65 -0.03
C -4.525 0.593 -2.218 -0.25 0.07 0.00
N -1.715 -1.497 -2.734 1.38 0.28 -0.10
C -0.572 -0.982 -2.521 -1.72 -2.15 -1.17
N -0.136 0.124 -1.753 -0.36 0.30 0.17
C 1.124 0.472 -2.237 1.84 1.15 -0.99
N 1.799 1.548 -2.049 -0.06 -0.77 -0.42
C 1.496 2.571 -1.225 0.13 0.49 0.13
C 2.181 3.778 -1.438 -0.12 -0.01 0.24
C 1.960 4.854 -0.611 -0.09 -0.37 -0.05
C 1.099 4.675 0.470 -0.19 -0.33 -0.09
C 0.465 3.459 0.624 -0.13 0.93 0.81
N 0.607 2.430 -0.214 1.32 0.92 -0.46
C 1.586 -0.530 -3.182 -0.70 -0.79 -0.23
C 2.761 -0.613 -3.915 -0.12 0.11 0.03
C 2.885 -1.672 -4.801 0.05 0.29 0.14
C 1.861 -2.604 -4.951 -0.16 -0.04 0.15
C 0.682 -2.514 -4.219 -0.16 0.04 0.03
C 0.558 -1.467 -3.322 1.07 0.71 0.18
H -6.572 0.235 -2.741 -0.09 0.02 0.01
H -6.095 -2.113 -3.469 -0.13 -0.08 -0.08
H -3.734 -2.917 -3.404 0.04 -0.07 -0.05
H -4.695 1.603 -1.867 -0.12 0.16 0.01
H 2.892 3.821 -2.245 0.07 -0.08 -0.16
H 2.461 5.793 -0.776 0.12 0.14 0.00
H 0.945 5.464 1.187 -0.10 0.03 0.15
H -0.168 3.302 1.488 -0.02 -0.04 -0.10
H 3.535 0.128 -3.801 0.14 0.09 -0.01
H 3.780 -1.758 -5.396 0.08 -0.07 -0.05
H 1.993 -3.410 -5.654 -0.05 -0.11 -0.08
H -0.111 -3.230 -4.349 -0.15 -0.12 -0.03
Se 3.020 -1.037 -0.499 0.18 -0.42 0.59
N 1.810 -1.177 0.781 -0.50 0.26 0.27
C 2.397 -1.745 1.840 0.26 0.42 -1.01
C 1.781 -2.161 3.038 -0.19 -0.13 0.65
C 2.533 -2.740 4.022 -0.84 0.34 -0.40
C 3.923 -2.934 3.874 0.69 0.00 -0.46
C 4.563 -2.587 2.720 0.13 -0.33 0.70
C 3.810 -2.007 1.676 -0.37 0.50 -1.01
N 4.293 -1.682 0.481 1.14 -0.41 0.50
H 0.712 -2.068 3.138 -0.13 -0.03 0.09
H 2.047 -3.081 4.924 -0.02 -0.03 0.10
H 4.472 -3.400 4.675 0.13 -0.04 0.11
H 5.617 -2.759 2.581 0.15 -0.04 -0.04

***

[2]
124
Properties=species:S:1:pos:R:3:forces:R:3 method="wB97M-V/def2-TZVPD" spin_multiplicity=1 gap_ev=5.710 homo_energy_ev=-9.36 e_above_lowest_kcal_mol=1740.72 total_charge=+1 largest_force_ha_per_bohr=0.3109
Be -1.962 2.372 -1.651 4.60 5.00 1.19
C 0.300 0.240 0.385 -1.22 1.90 0.43
C -0.603 0.724 -0.737 -0.81 1.19 0.92
O -1.459 1.786 -0.449 5.62 1.64 -0.80
H 1.030 -0.473 0.001 -2.34 3.08 0.45
H -0.256 -0.213 1.206 1.27 0.92 -2.94
H 0.851 1.033 0.892 -1.37 -2.13 -0.25
H -1.206 -0.093 -1.131 0.52 1.56 1.10
H -0.043 1.039 -1.618 -1.72 0.31 3.03
N -3.280 -0.922 1.785 0.61 -3.73 -0.18
C -4.014 -1.942 1.254 0.90 -2.02 3.46
C -3.560 -2.820 0.255 1.34 -0.40 1.51
C -2.316 -2.517 -0.304 -3.60 0.06 4.58
C -1.525 -1.450 0.200 -3.47 -2.04 -0.66
C -2.055 -0.714 1.265 -1.32 -6.31 0.37
H -4.959 -2.117 1.748 -0.22 0.09 -0.09
H -4.183 -3.622 -0.111 -0.03 -0.10 0.02
H -1.972 -3.202 -1.065 -2.34 0.29 3.08
H -0.576 -1.216 -0.259 -2.43 -0.43 -0.30
H -1.482 0.108 1.669 0.04 -2.55 0.63
N -2.846 1.370 -1.884 -9.87 -7.41 -3.43
C -3.574 1.059 -3.036 1.20 -0.49 1.08
C -4.357 -0.070 -3.126 0.25 -0.28 0.50
C -4.470 -0.893 -1.997 -0.54 0.64 0.67
C -3.819 -0.580 -0.794 -3.02 3.70 -2.92
C -3.021 0.566 -0.761 -4.92 -0.99 -3.94
H -3.326 1.637 -3.914 -0.18 0.30 0.03
H -4.774 -0.375 -4.074 -0.17 0.19 -0.01
H -5.009 -1.828 -2.045 -0.31 -0.04 -0.17
H -4.001 -1.178 0.087 -0.50 2.36 -2.45
H -2.529 0.748 0.183 -1.01 2.46 -7.50
N 2.249 3.294 0.546 5.63 3.46 -1.79
C 1.844 2.090 0.084 4.71 -2.73 2.42
C 2.705 0.963 0.015 0.27 4.27 1.48
C 4.006 1.075 0.481 0.93 11.40 3.42
C 4.423 2.329 0.951 -0.96 0.84 0.94
C 3.513 3.378 1.050 -0.62 0.71 -2.54
H 0.832 1.971 -0.274 0.52 0.47 5.31
H 2.408 0.040 -0.460 1.03 6.24 4.22
H 4.714 0.259 0.476 3.89 5.03 2.80
H 5.421 2.524 1.315 0.10 -0.29 0.02
H 3.791 4.363 1.392 -0.03 0.06 0.20
N -1.288 3.177 2.561 -2.27 -0.02 -0.70
C -2.088 3.152 3.620 -2.09 0.84 -0.69
C -3.189 2.288 3.779 0.02 -0.27 -2.39
C -3.447 1.374 2.704 0.96 1.38 1.70
C -2.470 1.255 1.693 -2.25 6.90 3.01
C -1.498 2.250 1.602 -0.59 1.68 3.91
H -1.926 3.950 4.330 0.05 0.03 0.33
H -3.923 2.431 4.559 0.16 -0.09 0.18
H -4.363 0.801 2.722 0.20 0.04 -0.10
H -2.604 0.521 0.911 -2.24 2.15 6.15
H -0.842 2.312 0.747 -0.56 0.78 1.74
N -1.403 -3.641 -3.039 -0.15 1.97 -0.21
C -0.168 -3.184 -3.441 -1.95 -1.64 -0.73
C 0.260 -1.908 -3.316 0.23 -1.38 -0.74
C -0.531 -1.021 -2.623 -3.63 -2.03 -0.74
C -1.776 -1.427 -2.173 1.79 1.40 -3.69
C -2.180 -2.710 -2.393 -0.69 -2.16 -5.65
H 0.375 -3.922 -4.013 0.30 -0.04 0.08
H 1.184 -1.648 -3.811 -0.02 -0.68 0.09
H -0.247 0.016 -2.519 -3.18 -5.49 -0.50
H -2.460 -0.723 -1.723 1.46 -1.24 -1.37
H -3.151 -3.082 -2.101 -0.55 0.27 -1.29
C -0.124 1.455 4.167 0.30 0.98 2.38
C 1.193 1.863 3.457 0.21 0.73 2.22
O 2.286 1.696 4.033 -1.94 0.28 -1.22
C 1.062 2.498 2.105 0.14 -1.57 5.17
H -0.854 2.251 4.315 1.67 -0.72 0.78
H 0.132 0.996 5.122 0.20 0.35 0.41
H -0.611 0.618 3.665 -1.28 3.32 1.80
H 0.850 3.554 2.277 0.08 -0.20 -0.15
H 0.233 2.044 1.562 1.40 1.09 1.28
H 2.008 2.433 1.569 -1.85 -1.87 5.40
C 3.819 -2.903 -0.004 1.40 1.23 2.82
C 3.512 -1.489 0.519 1.67 -3.56 0.71
O 4.113 -0.568 0.006 -2.14 -15.10 -4.80
C 2.425 -1.199 1.583 3.66 -0.29 -0.42
H 4.605 -3.285 0.649 0.54 -0.11 -0.05
H 4.154 -2.976 -1.039 -0.05 0.47 0.07
H 2.986 -3.572 0.213 1.13 0.55 -0.23
H 1.720 -2.024 1.488 2.02 0.14 0.84
H 1.980 -0.225 1.381 1.06 -1.05 0.06
H 2.794 -1.199 2.609 0.66 0.22 -0.19
C 0.963 -2.929 3.102 -0.55 1.51 0.39
C 0.376 -1.774 2.294 -0.41 -1.24 0.65
O -0.172 -2.003 1.209 1.80 -3.90 6.11
C 0.392 -0.371 2.881 0.49 -3.98 0.16
H 0.267 -2.840 3.936 0.29 -1.27 0.58
H 1.966 -2.615 3.389 -0.39 -0.24 0.75
H 1.091 -3.864 2.558 -0.74 0.00 0.14
H -0.439 0.208 2.478 1.41 -1.06 0.69
H 1.332 0.131 2.649 -1.07 -0.31 0.85
H 0.302 -0.432 3.965 0.67 -1.30 -0.45
C -0.503 -3.855 -0.593 3.61 -0.99 0.21
C 0.933 -3.435 -0.397 0.04 -1.51 0.02
O 1.799 -4.265 -0.153 -3.04 -1.27 -0.22
C 1.234 -1.969 -0.521 -0.01 -4.89 -1.73
H -0.891 -3.114 -1.292 3.68 -1.52 0.98
H -0.996 -3.772 0.376 0.62 -0.73 -0.25
H -0.575 -4.858 -1.014 0.05 0.05 0.07
H 1.295 -1.493 0.458 0.21 -2.02 -2.59
H 0.469 -1.488 -1.130 0.92 -0.91 0.22
H 2.148 -1.805 -1.090 -1.81 -3.28 1.69
C 1.340 2.602 -1.560 -3.87 3.12 -9.63
C 0.245 3.404 -2.278 4.13 -0.30 1.18
O -0.842 2.870 -2.456 -1.72 0.94 -2.12
C 0.500 4.743 -2.874 -0.26 -0.38 -0.28
H 0.962 1.600 -1.356 1.17 1.62 -2.75
H 1.638 3.116 -0.646 -0.06 4.43 -3.44
H 2.121 2.435 -2.303 0.09 2.12 0.55
H 1.498 4.775 -3.310 0.01 0.10 0.15
H 0.368 5.578 -2.185 0.02 -0.08 0.15
H -0.258 4.786 -3.656 0.13 0.53 -0.12
C 2.771 -0.601 -1.860 0.82 1.65 -6.53
C 2.423 0.671 -2.671 2.08 -1.89 -0.56
O 3.283 1.535 -2.865 -0.86 -1.89 -0.50
C 1.016 0.664 -3.256 3.61 2.99 -2.28
H 3.847 -0.664 -1.696 -0.71 0.04 -0.70
H 2.374 -1.441 -2.429 0.69 0.30 -0.77
H 2.208 -0.597 -0.927 0.24 -2.51 -5.24
H 0.240 0.777 -2.499 3.88 2.78 -2.98
H 0.850 -0.284 -3.767 0.67 2.25 -0.74
H 0.965 1.598 -3.816 -0.12 -0.47 -0.83